(a)
Molecular formula: C7H14O
Method: DFT, the ωB97M-V functional and the def2-TZVPD basis

```
22
Properties=species:S:1:pos:R:3:mulliken_charge:R:1
H 1.021 2.264 -2.269 0.3627
H 0.241 -1.273 2.645 0.4306
C -2.084 -0.546 -0.445 -1.6708
H 1.823 1.442 -0.940 0.3638
H 2.121 -0.595 -0.410 0.3977
H 2.034 -1.633 0.996 0.4369
H -2.293 -1.577 -0.153 0.3758
O -0.244 1.864 0.542 -0.7715
H 0.108 2.452 1.230 0.1685
H -0.497 -2.432 1.538 0.3408
C -0.239 0.899 -1.229 0.0826
H 1.489 0.575 -2.466 0.3181
C -0.599 -0.242 -0.470 0.6439
H -2.597 0.114 0.261 0.3364
H -2.524 -0.380 -1.431 0.4395
C -0.405 -1.363 1.769 -1.6531
H -1.392 -0.983 2.027 0.4294
H 2.096 0.127 1.207 0.3709
C 1.696 -0.676 0.585 -1.7297
H -1.053 1.282 -1.842 0.4393
C 0.194 -0.629 0.604 1.3570
C 1.107 1.309 -1.746 -1.4687
```

For the HOMO energy (spin up / spin down), the calculation gives -8.080 / -8.080 eV. The orbital gap (spin up / spin down) comes out at 0.2978 / 0.2978 Eh. As for the spin multiplicity: 1.

(b)
Molecular formula: C7H14O
Method: DFT, the ωB97M-V functional and the def2-TZVPD basis

```
22
Properties=species:S:1:pos:R:3:mulliken_charge:R:1
O -0.390 3.198 -0.111 -0.5569
H 1.337 -1.819 -2.511 0.3757
H -0.173 -0.487 2.510 0.3490
C 0.701 -1.713 -0.452 -0.5751
H -0.468 -1.920 -2.285 0.2773
H -2.067 -1.857 -0.426 0.3046
H 0.667 -2.795 -0.352 0.3329
C 0.465 -1.464 -1.961 -1.0657
C 0.208 1.890 -0.028 -0.1629
H 0.376 -0.397 -2.165 0.2590
H -2.322 -0.605 0.878 0.2666
C -0.085 1.356 1.349 -0.5526
C -1.614 -1.166 0.270 -1.0110
H 0.073 3.745 -0.758 0.3110
H 1.302 -0.277 1.597 0.3704
H 1.281 2.011 -0.180 0.2959
C -0.306 -1.068 0.474 0.7058
C 0.224 -0.119 1.561 -0.9872
H -1.127 1.558 1.606 0.3148
H 1.691 -1.329 -0.245 0.3079
H -0.242 1.280 -0.815 0.0797
H 0.469 1.981 2.043 0.3606
```

For the HOMO energy, the calculation gives -9.198 eV. The orbital gap comes out at 0.3731 Eh. As for the spin multiplicity: 1.

(c)
Molecular formula: C7H14O
Method: DFT, the ωB97M-V functional and the def2-TZVPD basis

```
22
Properties=species:S:1:pos:R:3:mulliken_charge:R:1
H -2.010 0.256 -1.287 0.4030
C 0.426 0.797 -0.806 -0.8593
H -3.701 -0.766 0.365 0.3785
H -2.196 1.421 1.280 0.3654
C 0.552 -1.460 0.312 -1.4356
H -2.356 -1.063 1.467 0.3266
C -2.616 -0.932 0.411 -1.3845
H 3.280 -0.347 -0.967 0.2134
H 0.127 0.457 1.284 0.2261
H -0.002 1.788 -0.910 0.3360
H 4.341 1.047 -0.395 0.2738
C 3.335 0.636 -0.498 -0.5947
H 1.516 -1.556 0.818 0.3916
H 0.647 -1.863 -0.699 0.2839
C 2.244 1.297 -0.130 -0.3576
H -0.161 -2.081 0.860 0.4118
H -2.401 -1.866 -0.113 0.3519
O -2.254 1.462 0.315 -0.5185
H 2.307 2.280 0.339 0.2979
C -1.858 0.216 -0.209 -0.0821
C 0.129 -0.019 0.305 0.6443
H 0.652 0.295 -1.743 0.3281
```

For the HOMO energy, the calculation gives -7.401 eV. The orbital gap comes out at 0.3087 Eh. As for the spin multiplicity: 1.

Most stable structure: (b)

(a)
Molecular formula: C8H6N2O2
Method: DFT, the ωB97M-V functional and the def2-TZVPD basis

```
18
Properties=species:S:1:pos:R:3:mulliken_charge:R:1
H 0.623 3.235 -1.044 0.3290
C -2.571 -0.566 0.162 -0.3249
C -2.319 -1.921 0.113 -0.5158
N 3.103 -0.036 0.167 -0.7432
H -2.867 -2.825 0.137 0.4450
C 2.129 -0.965 0.050 0.2839
N 2.760 1.209 0.142 -0.1288
C -0.961 -2.061 -0.127 -0.4122
H -0.346 2.374 -0.105 0.2379
C -0.407 -0.764 -0.043 0.4459
H 0.940 3.388 0.688 0.3054
H -0.394 -2.884 -0.310 0.6644
O 2.298 -2.157 -0.058 -0.6075
C 0.856 -0.260 -0.037 0.3700
H -3.593 -0.174 0.131 0.4069
O -1.465 0.165 0.177 -0.2057
C 1.555 1.536 0.085 0.5095
C 0.657 2.705 -0.129 -1.0597
```

For the HOMO energy (spin up / spin down), the calculation gives -7.588 / -8.264 eV. The orbital gap (spin up / spin down) comes out at 0.1832 / 0.2214 Eh. As for the spin multiplicity: 1.

(b)
Molecular formula: C8H6N2O2
Method: DFT, the ωB97M-V functional and the def2-TZVPD basis

```
18
Properties=species:S:1:pos:R:3:mulliken_charge:R:1
C 1.320 -1.458 -0.012 -0.1124
C 1.792 -0.182 0.066 -0.0100
N 0.062 -1.755 0.308 -0.5808
O 3.238 1.457 -0.138 -0.5707
C 0.746 1.124 0.801 -0.1312
H -3.143 -1.775 0.022 0.2362
H -2.512 -0.718 1.546 0.1940
H -2.150 1.941 -1.059 0.3527
H 1.958 -2.302 -0.122 0.5034
C -1.018 -1.206 0.021 0.5434
O 3.901 -0.620 -0.408 -0.6067
N 3.079 0.217 -0.156 0.9277
C -2.412 -1.054 0.433 -0.4844
C -0.270 1.771 0.696 -0.3936
H -0.577 1.164 -1.656 0.3827
C -1.402 1.131 -1.048 -0.7846
C -1.670 -0.100 -0.523 0.1364
H -0.945 2.365 1.229 0.3980
```

For the HOMO energy, the calculation gives -9.049 eV. The orbital gap comes out at 0.2888 Eh. As for the spin multiplicity: 1.

Most stable structure: (a)

(a)
Molecular formula: C3H6N4S
Method: DFT, the ωB97M-V functional and the def2-TZVPD basis

```
14
Properties=species:S:1:pos:R:3:mulliken_charge:R:1
H 1.079 -1.290 1.820 0.3702
H 1.546 -0.781 -1.283 0.2485
N 0.276 -0.249 0.143 0.2768
H -1.581 -1.181 2.734 0.3634
N 1.472 -0.173 -0.526 -0.4709
S -2.167 0.106 0.813 -0.1684
C 0.140 -0.943 1.317 -0.0874
C -1.180 -0.929 1.761 -0.4986
C -1.099 0.192 -0.521 0.4003
H 2.129 1.672 -0.209 0.2638
N -1.126 0.426 -1.730 -0.6237
H 0.834 1.516 -1.158 0.2627
H -2.053 0.498 -2.182 0.2614
N 1.730 1.135 -0.979 -0.5983
```

For the HOMO energy, the calculation gives -7.770 eV. The orbital gap comes out at 0.3147 Eh. As for the spin multiplicity: 1.

(b)
Molecular formula: C3H6N4S
Method: DFT, the ωB97M-V functional and the def2-TZVPD basis

```
14
Properties=species:S:1:pos:R:3:mulliken_charge:R:1
H -1.961 2.300 -0.203 0.2735
H -1.980 -2.608 0.065 0.2950
N -0.724 2.622 -0.012 -0.5642
N -1.089 -2.064 0.058 -0.4585
H 2.340 0.826 0.875 0.4074
N -0.024 0.047 -0.281 0.3377
H -0.333 -2.622 -0.653 0.3214
H 3.096 -0.660 0.254 0.2409
S -2.662 0.202 0.160 -0.4483
C 0.017 1.600 -0.142 0.0085
N 1.192 -0.684 -0.174 -0.5992
C -1.216 -0.714 -0.052 0.3101
H 1.167 1.822 -0.258 0.3032
C 2.177 -0.066 0.364 -0.4275
```

For the HOMO energy, the calculation gives -8.359 eV. The orbital gap comes out at 0.3137 Eh. As for the spin multiplicity: 1.

(c)
Molecular formula: C3H6N4S
Method: DFT, the ωB97M-V functional and the def2-TZVPD basis

```
14
Properties=species:S:1:pos:R:3:mulliken_charge:R:1
S 3.416 -0.125 0.323 -0.2615
C 1.980 -0.739 -0.136 -0.2821
N 0.703 1.225 0.052 -0.5581
H -0.178 -1.382 -1.682 0.4343
H -0.367 2.894 -0.030 0.3007
N -1.456 -1.005 -0.146 -0.3648
N 0.772 -0.127 -0.240 0.3954
N -1.658 -0.364 1.023 -0.3340
C -0.333 -0.874 -0.749 -0.1439
C -0.344 1.859 -0.293 -0.3024
H -0.837 -0.189 1.572 0.2158
H -2.410 -0.830 1.551 0.2779
H -1.185 1.435 -0.831 0.3163
H 1.897 -1.777 -0.412 0.3065
```

For the HOMO energy, the calculation gives -8.441 eV. The orbital gap comes out at 0.3171 Eh. As for the spin multiplicity: 1.

(d)
Molecular formula: C3H6N4S
Method: DFT, the ωB97M-V functional and the def2-TZVPD basis

```
14
Properties=species:S:1:pos:R:3:mulliken_charge:R:1
N -0.912 -0.512 0.201 -0.2601
H 1.429 -0.935 2.284 0.2953
S -3.355 0.357 0.680 -0.3575
N 1.978 -0.214 1.858 -0.5243
N -1.223 1.742 -0.016 -0.2689
H -0.391 -2.413 -0.176 0.2571
C -1.776 0.545 0.230 0.2285
H -1.767 2.563 0.188 0.2283
H 2.109 1.121 -0.978 0.1978
H -1.962 -1.845 -0.992 0.2837
H -0.213 1.807 -0.093 0.2764
N 1.682 1.162 -0.076 -0.5960
C 1.798 0.347 0.812 0.5755
C -1.111 -1.625 -0.347 -0.3358
```

For the HOMO energy, the calculation gives -8.289 eV. The orbital gap comes out at 0.3097 Eh. As for the spin multiplicity: 1.

Most stable structure: (d)

(a)
Molecular formula: C3H6N4S
Method: DFT, the ωB97M-V functional and the def2-TZVPD basis

```
14
Properties=species:S:1:pos:R:3:mulliken_charge:R:1
S -4.539 -0.473 0.106 -0.2239
N -2.908 1.740 -0.304 -0.5051
H 0.596 1.272 -1.476 0.2329
H -3.697 -1.365 -0.492 0.2096
N -1.521 -1.740 -0.365 -0.5489
H -0.736 1.536 -0.604 0.3332
N 0.215 1.221 -0.577 -0.6282
C -3.593 0.845 -0.099 0.4460
C 1.542 -0.713 0.244 -0.8788
H 2.081 -1.232 -0.598 0.3050
H 2.160 0.160 0.639 0.2976
N 0.293 -0.125 -0.172 0.2495
C -0.618 -1.019 -0.376 0.3965
H 1.592 -1.273 1.235 0.3144
```

For the HOMO energy, the calculation gives -9.187 eV. The orbital gap comes out at 0.3637 Eh. As for the spin multiplicity: 1.

(b)
Molecular formula: C3H6N4S
Method: DFT, the ωB97M-V functional and the def2-TZVPD basis

```
14
Properties=species:S:1:pos:R:3:mulliken_charge:R:1
H -1.282 0.010 2.470 0.2609
H -2.856 0.242 -0.174 0.2520
C -0.359 0.085 -0.592 0.3884
N -1.334 0.139 -1.411 -0.2955
N -1.465 0.182 1.392 -0.6920
C -0.356 -0.051 0.775 0.4286
H 0.988 0.756 2.116 0.2671
N 0.975 0.027 1.437 -0.3632
H -3.163 0.497 -1.800 0.2475
S 2.016 -0.578 0.241 -0.0777
N -2.652 0.046 -1.130 -0.5151
C 1.164 0.509 -1.062 -0.4664
H 1.218 0.124 -2.138 0.3081
H 1.486 1.609 -1.067 0.2571
```

For the HOMO energy, the calculation gives -8.708 eV. The orbital gap comes out at 0.3284 Eh. As for the spin multiplicity: 1.

Most stable structure: (a)

(a)
Molecular formula: C3H6N4S
Method: DFT, the ωB97M-V functional and the def2-TZVPD basis

```
14
Properties=species:S:1:pos:R:3:mulliken_charge:R:1
N -2.278 -0.745 0.081 -0.5916
N 1.083 -0.337 -0.689 -0.8238
C 1.942 -0.232 0.483 -0.7272
H 1.368 0.342 -1.351 0.2746
H 1.727 -1.153 1.052 0.2801
H -3.063 1.211 0.415 0.4151
H 1.732 0.583 1.136 0.3242
H -0.833 -2.092 -0.628 0.2787
C -0.905 0.991 -0.136 0.1406
N -1.075 -1.208 -0.178 0.0010
S -0.263 2.549 -0.141 -0.3499
C -2.234 0.556 0.130 -0.2565
N -0.233 -0.136 -0.374 0.7192
H 3.032 -0.328 0.201 0.3158
```

For the HOMO energy, the calculation gives -7.982 eV. The orbital gap comes out at 0.3130 Eh. As for the spin multiplicity: 1.

(b)
Molecular formula: C3H6N4S
Method: DFT, the ωB97M-V functional and the def2-TZVPD basis

```
14
Properties=species:S:1:pos:R:3:mulliken_charge:R:1
C 1.572 0.022 -0.261 -0.9004
N -0.750 -0.193 0.011 0.8575
C -0.994 -1.511 -0.568 -0.7801
H -0.062 -1.781 -1.211 0.2935
N -1.773 0.548 0.211 -0.4902
H -1.158 -2.230 0.253 0.2855
H -1.821 -1.494 -1.173 0.3426
S 0.704 2.972 1.815 -0.3263
H 1.484 0.293 -1.297 0.3773
H 2.226 0.694 0.034 0.3804
N -1.463 1.618 0.870 -0.3324
H 1.860 -1.109 -0.212 0.2772
C -0.208 1.898 1.083 0.3507
N 0.383 0.275 0.445 -0.3354
```

For the HOMO energy (spin up / spin down), the calculation gives -8.165 / -8.165 eV. The orbital gap (spin up / spin down) comes out at 0.2994 / 0.2993 Eh. As for the spin multiplicity: 1.

Most stable structure: (a)

(a)
Molecular formula: C2H3O2S2
Method: DFT, the ωB97M-V functional and the def2-TZVPD basis

```
9
Properties=species:S:1:pos:R:3:mulliken_charge:R:1
H 1.374 0.411 0.668 0.2077
S -3.671 -1.297 0.183 -0.5534
H -0.626 -1.265 0.397 0.2466
C -0.673 -0.179 0.166 -0.3645
S -2.636 0.332 -0.155 0.8399
C 0.343 0.600 0.202 -0.3673
O -2.893 1.312 0.893 -0.5915
H 0.378 1.693 -0.197 0.1762
O -2.784 0.784 -1.528 -0.5938
```

For the HOMO energy, the calculation gives -4.026 eV. Its total charge is -1. The orbital gap comes out at 0.2869 Eh. As for the spin multiplicity: 1.

(b)
Molecular formula: C2H3O2S2
Method: DFT, the ωB97M-V functional and the def2-TZVPD basis

```
9
Properties=species:S:1:pos:R:3:mulliken_charge:R:1
O 2.494 -1.022 -0.258 -0.5764
H -0.644 1.071 -1.031 0.5178
C -1.336 0.312 -1.171 -0.4759
S 1.689 0.170 0.144 0.5510
C -2.244 -0.322 -1.690 -0.3599
H 0.636 -0.191 3.098 0.0631
H -3.118 -0.947 -1.665 0.3122
O 2.455 1.234 0.738 -0.5331
S 0.068 -0.304 1.834 -0.4988
```

For the HOMO energy, the calculation gives -3.785 eV. Its total charge is -1. The orbital gap comes out at 0.2757 Eh. As for the spin multiplicity: 1.

(c)
Molecular formula: C2H3O2S2
Method: DFT, the ωB97M-V functional and the def2-TZVPD basis

```
9
Properties=species:S:1:pos:R:3:mulliken_charge:R:1
O -2.420 1.701 -1.166 -0.4332
C 1.603 0.344 -0.378 -0.3059
O -2.885 -0.741 -0.637 -0.4267
H 1.400 -1.174 1.199 0.3850
S -1.891 0.343 -0.764 0.6414
H 0.221 -1.147 -0.056 0.2802
C 0.806 -0.547 0.507 -0.8796
H 0.238 0.080 1.090 0.2275
S 2.927 1.142 0.205 -0.4888
```

For the HOMO energy (spin up / spin down), the calculation gives -2.036 / -1.616 eV. Its total charge is -1. The orbital gap (spin up / spin down) comes out at 0.1514 / 0.1197 Eh. As for the spin multiplicity: 1.

Most stable structure: (a)